P.
C60H150N10 | wB97M-V/def2-TZVPD

Values from the calculation:
Structure (SMILES) = CCN(CC)CC.CCN(CC)CC.CCN(CC)CC.CCN(CC)CC.CCN(CC)CC.CCN(CC)CC.CCN(CC)CC.CCN(CC)CC.CCN(CC)CC.CCN(CC)CC

Geometry as XYZ:
```
220
C60H150N10 (wB97M-V/def2-TZVPD)
N 0.004 0.734 -0.253
H -0.020 2.865 -0.120
H -4.295 5.001 -5.016
C -1.720 -1.389 4.337
H 2.778 0.702 3.209
C 0.907 0.763 5.168
H 1.181 -4.305 3.978
H -2.419 1.652 4.624
H 1.655 -1.729 -4.259
H 0.978 -1.280 5.736
H 1.521 -1.410 0.585
C -4.334 -7.939 3.402
H 4.045 -4.015 -3.091
H -0.052 5.732 3.464
H 6.446 2.716 2.020
H -1.116 2.222 -2.341
H -1.661 -4.272 -1.856
H 0.935 -3.554 5.568
H -0.152 -1.736 0.037
H 0.265 -1.839 1.778
C 1.402 1.555 -2.187
H -4.891 -7.808 2.494
C -2.952 3.684 4.018
H -2.712 -4.164 1.030
N 2.001 -1.061 4.086
C -0.001 -2.395 -3.163
C 7.852 2.126 -0.038
C 6.492 3.656 -1.195
N 6.522 2.718 -0.087
H 2.649 -0.542 5.924
H -1.391 7.482 -1.523
C 4.519 3.435 1.162
H -0.885 -4.918 -3.368
C 7.946 0.879 0.819
H -5.941 0.201 -2.485
H 1.132 5.686 -5.545
C -2.929 -9.643 0.672
H 4.975 0.058 2.895
H 5.407 -2.078 0.364
H 2.821 -0.713 2.245
H 0.100 -1.377 -5.020
H -3.668 3.810 0.572
H 6.011 -3.634 -4.519
H -0.580 5.769 -4.833
H 8.107 1.912 -1.061
H -1.096 8.439 -4.434
H -0.500 5.169 5.021
C 1.836 5.169 -1.201
H 2.626 -2.691 -0.932
H -4.895 1.205 2.397
H -2.615 -9.121 -0.238
H -2.045 2.923 5.883
H -3.242 -5.711 -3.483
N -4.582 2.303 -4.730
C 1.300 0.801 -0.861
C -3.648 4.595 1.271
H -0.009 -1.492 -2.515
H -4.009 -9.483 0.895
C -5.174 1.033 -4.265
H -2.479 -9.815 2.783
H 2.557 5.947 -0.890
C 0.429 5.741 -1.488
H -2.970 4.590 4.612
H -4.510 4.488 1.912
H 0.518 -3.086 -2.450
H 1.986 1.325 -0.152
H -0.209 4.921 -1.892
H 6.524 4.332 1.279
H -2.256 5.778 2.470
H 1.172 2.588 -2.173
C -1.643 2.120 -1.402
H 2.914 -4.322 -1.463
H -2.034 2.690 -4.905
C -0.624 3.575 3.414
H 0.176 -2.845 4.239
H -3.024 -4.533 -4.681
H 5.381 0.096 -0.813
H 1.744 4.388 -0.413
H 4.124 2.410 1.147
H -6.004 0.611 -4.900
H 0.026 -6.432 0.541
H 1.526 1.478 4.569
H 7.408 0.053 0.321
H 0.069 6.008 -0.518
C -0.007 4.790 4.082
H -1.601 6.501 -2.905
C -2.908 -7.469 3.276
H -3.421 -2.314 -3.521
H 5.487 2.514 -2.651
C 4.457 -0.619 3.563
C -1.658 -4.230 -2.995
C -4.121 -2.682 1.669
H 4.387 -2.366 -3.120
C 0.012 0.097 1.028
H 0.702 0.637 1.709
H -0.659 2.794 4.164
H -1.653 1.974 -6.594
H -0.324 -7.767 3.273
H -2.375 2.927 -1.252
H 7.225 4.422 -1.196
C -0.708 2.017 -0.246
N -3.033 -1.755 2.241
N 4.724 -3.269 -1.284
H -4.299 -4.615 0.872
H -4.717 0.444 3.889
C -1.250 8.595 -3.356
H -3.934 3.566 3.555
H -2.185 0.939 -5.171
H 1.638 -0.155 -1.158
C 0.314 -7.156 1.330
H 3.737 -5.005 0.842
H -2.969 -2.378 -1.077
C -2.119 -9.263 1.877
H 4.804 -0.417 4.568
H 0.973 7.699 -4.321
H 2.085 6.636 -3.643
H -6.492 2.936 -4.193
C -2.476 -1.853 -3.160
H -2.630 0.269 2.470
H -5.988 3.428 -5.878
C 0.679 -2.142 -4.471
H -4.753 -7.373 4.246
H -0.849 -1.361 3.732
C -4.739 0.164 2.777
H 2.306 4.733 -2.114
H 6.545 3.807 -3.255
C 2.375 -2.505 4.208
C -2.970 -4.693 -3.584
H -2.292 1.210 -1.467
H -4.259 -2.239 0.642
C 0.476 5.674 -4.611
C 4.797 -3.296 -2.761
H 2.207 -4.231 0.957
H -3.944 2.960 -6.585
H -0.924 0.149 1.539
C -3.436 -0.317 2.145
H -3.580 -4.569 2.515
C 6.435 2.940 -2.504
C 6.129 -3.446 -3.407
H -2.016 -0.311 4.557
H -3.719 -1.950 4.331
H -4.793 4.698 -3.363
C -2.308 1.935 -5.655
H -3.551 -0.149 1.097
N 0.392 6.923 -2.414
C -5.159 4.670 -4.369
H 6.776 -2.555 -3.347
H 3.654 -3.306 1.336
H 0.569 -8.062 0.799
C -2.670 -1.490 -1.637
H -1.523 -1.861 5.334
H 1.292 -6.757 1.691
H 6.295 -2.050 -1.114
H 1.034 4.604 4.275
H 5.627 4.339 -1.143
H 0.713 -3.065 -4.998
H -0.670 9.442 -2.990
H -3.812 5.554 0.693
H -2.273 -0.917 -3.696
C -2.723 2.570 5.071
H 4.738 -1.632 3.278
N -1.999 3.712 2.951
H 3.069 -2.536 5.060
H -3.541 -0.763 -1.621
H -2.835 -6.399 3.395
H -1.551 4.793 1.220
C 3.204 -4.023 0.647
H 7.235 2.246 -2.629
C -3.690 -4.076 1.547
H -1.027 -6.179 2.783
N -2.093 -7.798 2.113
H -4.670 1.425 -2.256
C 3.315 -3.576 -0.781
H -3.816 -4.153 -3.091
H 7.481 1.001 1.878
H -4.394 -9.010 3.667
C 1.016 6.780 -3.687
C -0.758 -7.219 2.443
C 5.268 -2.006 -0.740
C 0.422 -1.316 0.870
H 8.949 0.475 1.052
C 4.658 -0.681 -1.073
H 4.286 3.964 2.128
N -1.403 -2.789 -3.413
C 1.646 -0.547 5.382
H -5.616 -0.457 2.551
H -2.279 8.900 -3.246
H 2.886 -2.779 3.247
H 0.002 3.326 2.467
H 0.514 4.680 -4.129
C -5.582 1.123 -2.796
H -3.689 2.340 5.552
H 3.696 -0.484 -0.546
C -1.013 7.344 -2.528
H 0.039 0.537 4.528
H -2.340 -7.934 4.114
H -1.786 -0.949 -1.233
H 4.090 3.952 0.277
C -2.287 4.793 1.979
H -5.002 -2.637 2.289
C 2.943 -0.376 3.265
H 0.606 1.253 6.105
H -6.375 1.827 -2.587
H 0.845 1.051 -2.972
H -1.305 2.182 0.640
H 6.615 -4.301 -2.923
C 6.082 3.319 1.151
H -2.594 -3.143 3.806
C -3.837 2.088 -5.926
C -2.841 -2.074 3.706
H -5.915 5.407 -4.529
H 4.512 -0.595 -2.101
H -4.369 0.271 -4.208
H 2.426 1.519 -2.503
H -1.060 -9.564 1.869
H -2.815 -10.705 0.508
H 8.591 2.849 0.406
C 1.101 -3.347 4.517
C -5.646 3.350 -4.798
H -4.142 1.141 -6.402
```


Q.
C60H150N10 | wB97M-V/def2-TZVPD

Values from the calculation:
Structure (SMILES) = CCN(CC)CC.CCN(CC)CC.CCN(CC)CC.CCN(CC)CC.CCN(CC)CC.CCN(CC)CC.CCN(CC)CC.CCN(CC)CC.CCN(CC)CC.CCN(CC)CC

Geometry as XYZ:
```
220
C60H150N10 (wB97M-V/def2-TZVPD)
H -30.627 -2.270 -8.349
C -24.714 0.083 -2.947
C -31.172 1.286 -11.059
H -34.203 -5.115 -8.700
H -28.995 -5.379 -3.031
C -29.114 -1.145 -1.832
H -35.538 -2.845 -9.995
H -22.432 -3.030 -5.118
H -31.099 -2.170 -1.557
H -23.622 -8.589 -8.433
H -28.249 -1.272 -2.425
C -35.426 -3.182 -11.000
H -19.389 -0.245 -12.186
H -32.169 -6.452 -9.436
H -30.629 2.476 -13.410
C -30.503 3.498 -12.878
H -26.313 -1.748 -10.689
H -23.847 -0.886 -4.666
H -24.007 -2.761 -5.988
H -22.986 -9.002 -6.848
C -26.423 -2.875 -7.374
H -29.884 -6.578 -10.430
C -24.206 -3.616 -3.982
N -24.680 -7.805 -6.893
H -35.351 -5.157 -12.018
C -26.115 -8.946 -8.623
H -34.737 -2.539 -11.543
H -27.022 -7.967 -13.452
H -23.309 -4.423 -5.689
H -25.461 -2.429 -7.313
H -31.733 5.300 -12.509
C -18.698 -1.090 -12.015
H -30.385 0.596 -11.321
H -28.659 -0.243 -14.248
H -24.683 -7.955 -13.020
N -33.716 -5.056 -10.665
H -30.147 -1.469 -4.867
H -24.928 -3.140 -12.246
C -35.090 -4.702 -11.009
C -25.828 -6.696 -4.980
H -25.351 -9.540 -9.210
H -18.556 -1.660 -12.945
H -17.671 -0.734 -11.766
H -33.296 3.018 -5.970
C -30.280 2.312 -6.599
H -25.349 -9.277 -12.258
H -27.840 -4.235 -2.198
H -23.809 0.659 -2.850
C -30.494 2.582 -10.646
H -23.718 -6.713 -5.412
H -23.316 -2.764 -0.348
H -21.973 -0.883 -9.059
C -25.773 -8.751 -7.198
H -26.266 -5.981 -14.900
H -29.013 -3.682 -4.882
H -19.721 -3.002 -8.372
H -32.652 -3.478 -11.570
C -23.445 -3.405 -5.288
C -33.429 -4.738 -9.270
H -28.488 -1.957 -10.861
C -22.556 -6.968 -7.639
C -27.201 -1.787 -13.877
H -28.795 -0.968 -0.808
H -24.201 -1.978 -11.211
C -18.228 -0.803 -9.119
C -31.831 4.215 -12.773
H -25.744 -6.479 -3.891
H -33.975 -1.805 -8.502
C -28.268 -4.582 -3.172
H -25.441 -1.454 -4.191
C -33.795 -0.748 -8.739
H -36.369 -3.079 -11.550
H -29.798 4.025 -13.522
H -34.688 -0.129 -8.968
H -26.173 -7.971 -9.127
C -28.544 -1.721 -11.885
C -27.253 -0.643 -7.705
H -21.722 -3.307 -0.721
H -30.689 3.175 -6.163
H -20.036 -2.650 -11.261
H -31.660 0.860 -10.195
H -26.230 -2.130 -14.278
C -22.732 -2.434 -2.406
H -26.085 -4.212 -14.674
H -32.142 -5.900 -7.685
H -31.884 1.408 -5.582
H -17.484 -0.663 -9.876
H -28.591 -0.629 -11.953
C -29.789 -1.633 -8.412
H -32.950 -6.331 -12.736
H -31.872 -5.136 -13.423
H -26.066 -4.167 -9.024
H -17.803 -1.620 -8.430
H -26.213 -0.368 -11.629
H -26.071 -4.483 -12.314
H -25.063 -5.795 -12.929
H -23.188 -6.079 -7.808
H -31.827 1.468 -11.897
C -22.745 -3.235 -1.081
H -18.374 -2.774 -10.694
N -32.252 1.032 -7.707
H -25.918 -5.671 -5.425
C -30.820 -2.114 -4.338
H -27.629 -5.030 -14.326
H -28.299 -4.888 -12.059
H -21.923 -2.700 -3.158
H -17.920 0.716 -7.596
C -23.435 -8.226 -7.468
H -33.169 -0.743 -9.603
C -25.875 -0.064 -7.953
H -23.829 -4.467 -3.503
C -33.069 2.189 -7.948
C -25.324 -8.209 -12.210
H -27.567 -0.548 -6.644
H -19.957 -1.271 -7.740
H -21.965 -6.815 -6.720
H -30.762 -3.541 -5.984
H -26.726 -2.866 -6.324
N -19.488 -1.270 -9.641
H -33.261 -3.657 -9.148
N -30.109 -2.941 -3.324
H -27.218 -0.323 -15.395
H -27.078 -9.500 -8.606
H -29.882 -0.905 -7.630
C -32.741 -4.587 -11.577
H -32.244 4.207 -13.760
H -26.761 -7.205 -5.245
H -34.702 3.364 -7.002
H -29.885 -2.330 -13.571
H -27.385 -8.357 -11.760
H -27.085 0.440 -13.825
H -31.583 -1.490 -3.853
C -24.461 -1.218 -3.753
H -30.775 0.267 -6.413
C -20.220 -1.982 -8.573
H -29.744 -3.091 -1.219
H -34.610 1.820 -6.288
H -22.354 -2.337 -8.075
H -31.203 -5.032 -8.962
C -26.761 -7.731 -12.402
H -25.682 -0.084 -9.040
C -34.005 2.605 -6.709
H -32.192 -0.870 -7.316
H -32.508 3.789 -12.032
H -25.602 -4.911 -7.443
C -30.078 -2.337 -1.931
C -31.470 -3.019 -5.382
H -26.636 1.891 -11.271
C -26.188 -1.495 -11.706
H -27.878 -2.442 -14.480
H -25.276 -3.761 -4.208
H -30.705 -2.196 -12.128
H -25.124 -0.633 -7.495
H -23.278 -4.212 -1.169
C -32.191 -5.543 -8.793
H -27.232 -4.697 -7.918
N -24.067 -2.417 -3.068
C -28.659 -2.520 -7.880
C -19.185 -2.053 -10.897
H -21.819 -7.001 -8.427
H -35.779 -5.271 -10.366
H -29.880 2.525 -7.571
C -26.100 -5.375 -12.841
N -27.276 -2.124 -12.449
C -31.324 1.186 -6.574
N -26.912 -6.361 -12.061
H -29.824 2.399 -9.831
H -25.843 0.982 -7.645
H -27.469 3.081 -10.170
H -26.726 -8.428 -6.824
H -28.092 -2.547 -3.911
H -28.317 -7.031 -9.876
H -29.532 2.001 -5.919
H -28.630 1.743 -12.697
H -24.380 -8.293 -4.793
H -28.932 -6.459 -12.576
H -28.629 -5.289 -9.886
N -27.305 -2.014 -8.123
C -33.001 -0.212 -7.549
H -31.230 3.312 -10.317
C -27.608 2.200 -10.838
H -32.066 -3.762 -4.901
H -18.606 1.376 -9.165
H -27.873 3.287 -12.594
C -28.481 2.633 -11.987
H -22.024 -2.427 -9.784
H -31.783 -4.961 -11.169
H -33.691 2.086 -8.842
H -32.174 -2.422 -6.017
C -28.818 -6.212 -10.450
H -24.412 -1.760 -12.977
H -29.578 -0.236 -2.197
N -29.747 3.274 -11.620
C -27.560 -0.403 -14.364
C -24.864 -2.101 -12.028
H -33.639 -0.233 -6.593
H -24.824 -7.961 -11.300
C -24.597 -7.409 -5.479
H -28.064 -0.104 -8.346
H -25.627 -9.705 -6.764
H -29.629 -3.563 -12.360
C -32.801 -5.245 -12.941
H -28.811 -2.640 -6.793
H -25.190 -0.171 -1.967
H -25.511 0.529 -3.571
C -28.858 -3.371 -3.887
H -22.518 -1.429 -2.157
H -33.522 -4.869 -13.615
H -27.404 -4.967 -3.735
H -29.669 -1.239 -9.393
C -26.298 -4.234 -7.956
C -21.735 -1.926 -8.824
H -28.789 -3.488 -8.324
C -28.287 -5.979 -11.819
C -18.598 0.533 -8.408
H -28.082 1.371 -10.353
H -32.371 3.011 -8.175
C -26.547 -5.104 -14.277
C -29.689 -2.444 -12.487
H -19.686 0.505 -8.036
```


What should be chosen as the least stable of them? Choose Q.


P.
C4H17NO3 | wB97M-V/def2-TZVPD

Values from the calculation:
Structure (SMILES) = CCNCC.O.O.O

Geometry as XYZ:
```
25
C4H17NO3 (wB97M-V/def2-TZVPD)
H 2.230 1.609 -0.621
H 0.417 -2.725 -0.696
H 0.216 0.152 1.384
C -0.585 -2.739 -0.209
H 1.324 2.291 0.306
H -2.673 1.110 -0.587
N -1.342 -0.406 0.242
O 0.567 0.705 2.102
H -1.043 0.825 -2.431
H -0.141 1.114 2.568
O 1.699 2.385 -0.618
C -1.438 -1.548 -0.695
H 2.512 -0.489 1.479
H -1.233 -1.241 -1.702
H -0.881 2.379 -1.589
O 2.759 -0.843 0.586
H -1.477 1.699 0.590
H -0.952 -3.700 -0.502
H -2.387 -2.028 -0.697
H -0.426 -2.809 0.885
H -1.666 -0.656 1.243
H 0.270 1.162 -1.335
H 1.973 -1.254 0.268
C -1.629 0.895 -0.326
C -0.807 1.339 -1.526
```


Q.
C4H17NO3 | wB97M-V/def2-TZVPD

Values from the calculation:
Structure (SMILES) = CCNCC.O.O.O

Geometry as XYZ:
```
25
C4H17NO3 (wB97M-V/def2-TZVPD)
C 0.245 -0.155 1.484
C 0.094 -1.651 1.408
H -3.233 0.355 -5.121
C 3.113 0.176 2.083
H -0.801 -1.985 1.962
O -1.471 1.597 -0.774
H 0.040 -2.283 0.388
H 2.818 -0.540 2.756
H 0.786 0.071 2.423
H -2.808 1.676 -5.807
H 0.859 -2.056 2.052
H -1.449 1.510 -1.739
H 2.914 1.146 2.239
H -0.708 0.520 1.410
O -3.771 -0.383 -1.179
H 0.865 0.291 -0.326
H -3.987 -0.852 -0.410
H 4.136 0.043 2.173
O -3.356 1.360 -4.904
H 3.177 0.036 -0.186
H -0.731 2.173 -0.690
C 2.608 -0.303 0.652
H -3.041 0.228 -0.979
H 2.455 -1.373 0.558
N 1.248 0.399 0.526
```


What should be chosen as the least stable of them? Choose Q.